(1)
Entry from the OMol25 dataset: the molecule C2H8P2S (ωB97M-V/def2-TZVPD).

XYZ file:
```
13
Properties=species:S:1:pos:R:3:forces:R:3
C -1.863823 1.089632 0.182248 2.893 -2.186 2.831
S -1.283285 -0.109369 -1.073561 -1.529 0.564 0.259
P 0.674099 -0.284639 -0.565555 1.326 0.374 0.004
C 1.095191 -1.678683 0.511425 2.017 -0.029 1.836
P 1.798798 1.321898 0.198695 -0.220 -0.537 0.151
H -0.864939 1.624972 0.531134 -2.088 -1.048 -0.277
H -2.369207 0.481410 1.038668 0.848 1.536 -1.475
H -2.453059 1.798632 -0.265076 -1.708 1.482 -1.008
H 0.892232 -0.745510 -1.849923 0.638 -0.342 -0.470
H 1.928797 -2.315617 0.083257 -1.503 0.310 -0.095
H 1.791978 -1.130316 1.295958 -1.965 -1.106 -0.787
H 0.222009 -2.268305 0.956199 1.439 0.924 -0.639
H 1.385781 2.236666 -0.785148 -0.149 0.060 -0.330
```
Forces are in eV/Å.

As for the orbital gap: 0.3038 Ha. Its maximum force is 0.089 hartree/bohr. The SMILES is CS[P@H](C)=P. The multiplicity is 1. The energy above the lowest of the compared OMol25 structures with the same formula, charge and spin comes out at 1.804 eV.


(2)
Entry from the OMol25 dataset: a structure of composition C2H6F2InO2 (ωB97M-V/def2-TZVPD).

XYZ file:
```
13
Properties=species:S:1:pos:R:3:forces:R:3
In -0.735223 -2.562276 -0.122330 0.233 3.978 0.050
F 1.317271 -2.158870 1.741465 -2.151 -0.641 -2.045
F -2.702895 -1.545784 -1.782100 2.123 -1.385 1.829
C -0.044694 1.085201 0.534019 0.757 0.360 0.774
C 1.010524 0.477820 -0.394398 -0.881 0.549 0.999
O 0.306267 -0.210299 -1.391792 0.162 -1.958 -0.506
O -0.929693 0.012640 0.900962 -0.353 -0.480 -0.624
H -0.566935 1.946064 0.109284 -0.337 -0.365 -0.249
H 0.446089 1.423909 1.449254 0.106 0.093 -0.089
H 1.508666 -0.228300 0.274626 0.408 -0.250 -0.614
H 1.690807 1.201244 -0.839700 0.025 0.108 0.298
H 0.115549 0.312019 -2.178922 -0.158 0.064 0.100
H -1.415730 0.246637 1.699633 0.065 -0.074 0.076
```
Forces are in eV/Å.

As for the orbital gap: 0.1645 Ha. Its maximum force is 0.077 hartree/bohr. As for the charge: +1. The multiplicity is 1. The energy above the lowest of the compared OMol25 structures with the same formula, charge and spin comes out at 4.650 eV.


(3)
Entry from the OMol25 dataset: the molecule C16H11ClN2O4S (ωB97M-V/def2-TZVPD).

XYZ file:
```
35
Properties=species:S:1:pos:R:3:forces:R:3
O 0.383588 1.152676 -2.497272 -1.707 0.780 2.480
C -0.548136 0.651618 -1.831818 2.196 2.290 -1.081
N -0.808604 -0.606472 -2.310964 1.546 -0.304 -1.828
C -1.373418 -1.579932 -1.640464 -1.514 -2.156 0.252
O -2.284381 -1.433682 -0.872230 -1.255 0.531 1.297
C -0.860845 -2.936651 -1.889125 1.514 -1.795 0.942
C -1.641397 -4.002552 -2.373114 1.672 -0.719 0.623
C -1.078285 -5.343659 -2.324092 0.509 1.438 -0.816
C 0.240328 -5.582743 -1.870265 -1.270 0.571 0.912
C 0.929435 -4.488651 -1.319123 -1.038 -1.486 -0.868
C 0.432083 -3.235722 -1.310414 -1.417 1.113 -1.078
Cl 1.500313 -2.030208 -0.612475 -0.614 0.148 -0.140
N -1.290913 1.160009 -0.744284 0.626 -0.254 -0.869
C -0.826871 2.034925 0.285393 -0.276 -0.706 -0.150
C -1.751163 2.524944 1.274239 0.832 1.415 -1.344
C -1.266554 3.348875 2.302695 -0.090 -1.848 1.300
C 0.137568 3.346608 2.502168 -1.968 1.579 0.350
C 0.958310 2.893455 1.503115 1.625 0.299 0.891
C 0.558556 2.231831 0.395932 -1.254 0.068 0.425
S 2.705518 3.248726 1.909409 0.595 -1.524 -1.151
O 3.205186 4.203747 0.951293 -0.607 0.596 0.700
O 3.533234 2.046154 1.959330 -1.210 0.704 0.776
C 2.271099 3.855844 3.517078 -4.797 -0.195 -0.391
C 0.837405 3.890478 3.656998 5.263 -0.133 0.179
H -0.035720 -0.915449 -2.954221 -1.193 0.846 0.843
H -2.643420 -3.768812 -2.759094 0.516 -0.428 0.190
H -1.614570 -6.128574 -2.831102 -0.273 -0.232 0.268
H 0.689136 -6.590717 -1.705578 -0.634 0.880 -0.673
H 1.855830 -4.629017 -0.883317 1.796 -0.415 0.760
H -2.081359 0.594474 -0.474474 -0.077 -0.338 -0.197
H -2.836977 2.532495 1.122019 0.506 -0.586 -0.129
H -2.003603 3.672238 3.113992 1.301 -0.139 -1.310
H 1.298570 1.783050 -0.215580 0.220 -0.239 -0.959
H 2.984904 3.915998 4.293694 0.628 0.422 0.514
H 0.425153 4.184695 4.631651 -0.148 -0.184 -0.717
```
Forces are in eV/Å.

As for the orbital gap: 0.2926 Ha. Its maximum force is 0.102 hartree/bohr. The SMILES is O=C(NC(=O)c1ccccc1Cl)Nc1ccc2c(c1)S(=O)(=O)C=C2. The multiplicity is 1. The energy above the lowest of the compared OMol25 structures with the same formula, charge and spin comes out at 1.178 eV.


(4)
Entry from the OMol25 dataset: the molecule C16H26BN3O4 (ωB97M-V/def2-TZVPD).

XYZ file:
```
50
Properties=species:S:1:pos:R:3:forces:R:3
N -0.913887 -3.466147 -0.922592 0.118 0.267 -0.504
C -1.771058 -2.366398 -1.419713 -0.166 -0.349 0.734
C -0.919337 -1.319099 -2.173933 -0.277 1.072 0.140
N 0.003181 -0.516779 -1.321948 0.178 -0.278 -0.681
C 1.317079 -1.179370 -1.338667 0.271 0.896 0.776
C 2.352347 -0.078708 -0.953247 -0.343 -0.056 0.619
C 2.559714 0.033232 0.592149 0.142 -0.332 0.040
C 1.250915 -0.029354 1.405830 0.082 0.068 -1.056
C 1.274744 0.606652 2.764269 -0.655 0.447 0.941
B -0.112296 1.282549 3.108320 0.616 -0.573 -0.274
O -0.535757 2.314940 2.322600 -0.381 0.219 0.016
O -0.874858 0.827770 4.168785 -0.335 1.475 -0.311
C 1.752640 1.212729 -1.609789 -0.572 0.445 -1.645
N 2.252966 1.453848 -2.994349 0.397 -1.311 0.906
C 1.884607 2.480385 -0.799504 -0.327 0.270 1.577
O 1.170992 2.643923 0.170556 0.733 0.827 -0.286
O 2.787152 3.422705 -1.167634 -0.177 -0.295 0.413
C 0.230972 0.928300 -1.726610 -0.811 -1.168 -0.025
C -2.374420 -1.654764 -0.223536 0.437 0.365 0.245
C -1.704401 -1.723016 1.003897 -0.504 0.486 -0.545
C -1.999170 -0.788566 1.977585 0.357 -0.530 0.923
C -3.013507 0.138158 1.848108 -0.604 -0.354 -0.476
C -3.721759 0.169755 0.657211 0.105 -0.441 -0.481
C -3.368296 -0.694346 -0.387415 0.416 -0.099 1.085
H -0.523298 -3.960259 -1.706021 0.279 -0.094 -0.388
H -1.443860 -4.166205 -0.426121 -0.347 0.064 0.228
H -2.568887 -2.773765 -2.083337 0.382 0.539 0.131
H -0.386596 -1.828269 -2.984900 0.222 0.001 -0.082
H -1.592214 -0.597417 -2.655042 -0.131 -0.300 0.101
H 1.336570 -2.098351 -0.698680 0.004 0.899 -0.433
H 1.500766 -1.445368 -2.364172 0.502 -0.553 -0.633
H 3.294217 -0.296704 -1.462106 0.082 0.089 0.181
H 3.069379 0.972982 0.869646 0.059 -0.359 -0.293
H 3.209233 -0.809425 0.924145 -0.214 0.582 -0.298
H 0.474693 0.483605 0.841478 0.032 -0.323 -0.166
H 0.937071 -1.067645 1.465832 -0.128 -0.086 0.080
H 1.899096 1.488241 2.812083 0.785 0.233 -0.252
H 1.586187 -0.041132 3.561875 0.324 -0.489 0.345
H 0.012765 2.493306 1.529930 -0.248 -0.195 0.640
H -1.658312 1.411423 4.150251 0.185 -0.460 0.426
H 1.832778 2.272615 -3.382977 -0.490 0.471 -0.202
H 3.235540 1.663545 -2.941142 0.454 -0.007 -0.082
H 2.789395 4.123566 -0.471155 -0.205 -0.697 -0.598
H -0.127026 1.101901 -2.751747 0.370 -0.137 -0.025
H -0.344802 1.626490 -1.109234 0.013 -0.534 0.159
H -0.915113 -2.446133 1.131653 0.075 0.078 0.092
H -1.427480 -0.764691 2.900284 -0.208 -0.414 -0.209
H -3.325135 0.733926 2.694008 0.180 0.282 -0.082
H -4.546828 0.844230 0.503880 -0.122 0.231 0.062
H -3.846702 -0.618862 -1.328805 -0.551 0.128 -0.830
```
Forces are in eV/Å.

As for the orbital gap: 0.3224 Ha. Its maximum force is 0.035 hartree/bohr. The SMILES is N[C@H](CN1C[C@H](CCCB(O)O)[C@](N)(C(=O)O)C1)c1ccccc1. The multiplicity is 1. The energy above the lowest of the compared OMol25 structures with the same formula, charge and spin comes out at 0.873 eV.


(5)
Entry from the OMol25 dataset: a cluster of 2 separate species, C5H10O2 in total (ωB97M-V/def2-TZVPD).

XYZ file:
```
17
Properties=species:S:1:pos:R:3:forces:R:3
C 0.328258 -2.546915 0.291698 0.494 0.473 -3.396
C 0.447181 -1.996534 -0.963015 -1.945 -0.534 0.732
C 0.896064 -0.573887 -1.226682 -0.516 0.618 -0.487
C 1.872567 0.173375 -0.643639 -2.057 0.220 2.784
C 1.734052 1.693257 -0.301016 -0.470 1.027 -3.397
O 2.726599 -0.391377 0.326633 -2.066 1.884 0.362
H -0.372194 -3.274244 0.631236 -0.315 -0.709 -0.458
H 1.220046 -2.466359 0.780634 1.671 1.086 2.711
H -0.190970 -2.493899 -1.732472 0.199 1.131 0.372
H 0.028677 -0.025943 -1.785029 2.050 -0.812 0.795
H 2.430541 2.118461 0.419918 -0.113 -0.793 0.326
H 0.669662 2.099814 -0.118571 1.640 -1.061 -0.194
H 2.088022 2.210618 -1.271780 -0.734 -0.353 1.277
H 3.339953 -0.930561 -0.072751 2.160 -2.175 -1.428
O -5.788357 2.371924 1.515602 0.121 -1.708 2.611
H -4.976638 2.174695 2.071277 -1.091 0.575 -1.217
H -6.453465 1.857572 2.077962 0.972 1.132 -1.395
```
Forces are in eV/Å.

As for the orbital gap: 0.3365 Ha. Its maximum force is 0.070 hartree/bohr. The SMILES is C=C/C=C(/C)O.O. The multiplicity is 1. The energy above the lowest of the compared OMol25 structures with the same formula, charge and spin comes out at 4.535 eV.


(6)
Entry from the OMol25 dataset: a cluster of 4 separate species, C15H31N2O8PS3 in total (ωB97M-V/def2-TZVPD).

XYZ file:
```
60
Properties=species:S:1:pos:R:3:forces:R:3
H 1.760934 1.069710 4.494652 0.172 -0.009 -0.108
N 2.730898 0.962124 4.797888 -0.026 0.055 0.133
C 3.089558 1.970199 5.473724 0.004 0.066 0.068
C 2.206270 3.145577 5.805255 -0.133 -0.041 -0.215
C 4.502682 2.003533 6.009134 -0.265 -0.271 -0.008
P 4.646763 1.738883 7.840714 0.294 0.330 0.022
O 3.073372 1.178129 8.144415 0.018 -0.297 0.270
N 2.522801 1.301471 9.439833 -0.357 0.109 -0.517
O 2.849154 2.272036 9.996157 0.345 0.002 0.282
H 1.339991 3.154055 5.144374 -0.028 -0.017 0.014
H 2.736077 4.092004 5.686359 0.043 -0.002 0.092
H 1.841130 3.069268 6.830165 0.095 0.051 0.051
H 5.054552 1.199709 5.527713 0.055 0.047 -0.063
H 4.962360 2.966805 5.781421 0.130 -0.040 0.043
H 4.531387 3.103375 8.213868 -0.238 -0.005 -0.043
O -1.340867 0.913566 4.643188 0.044 0.033 0.018
S -0.812083 0.433630 3.389796 -0.143 -0.008 -0.129
O 0.357868 1.060850 2.824011 0.003 0.064 0.075
C -0.586488 -1.337846 3.493660 -0.026 -0.153 -0.020
C -1.920631 -1.910190 3.022891 -0.033 0.093 0.033
C -2.326309 -1.073658 1.801146 0.026 -0.123 0.181
C -2.131623 0.399388 2.169153 -0.144 -0.078 -0.146
H -0.321141 -1.593196 4.517003 0.036 0.081 0.010
H 0.228537 -1.596207 2.817899 0.002 0.018 -0.002
H -1.828624 -2.967287 2.777740 -0.003 0.003 -0.009
H -2.664777 -1.813053 3.816747 0.020 -0.009 0.019
H -1.693873 -1.318888 0.951920 -0.023 -0.036 0.124
H -3.358151 -1.267010 1.507397 0.006 0.003 -0.019
H -1.826883 1.006116 1.319411 0.047 0.029 0.039
H -3.009977 0.833392 2.644517 0.039 0.007 0.063
O -1.618202 -0.658858 -1.044366 0.040 0.056 -0.260
S -2.059079 -0.391333 -2.393519 -0.020 0.090 -0.059
O -1.583359 -1.209279 -3.479382 0.053 -0.088 0.002
C -3.848327 -0.323269 -2.404344 -0.121 0.062 0.005
C -4.165611 1.139345 -2.113129 0.048 0.019 0.015
C -3.180754 1.960843 -2.956637 -0.010 -0.026 0.003
C -1.789182 1.350193 -2.758537 -0.028 0.135 -0.061
H -4.225980 -1.023817 -1.663070 0.063 -0.038 -0.005
H -4.176317 -0.618543 -3.400837 0.020 -0.005 -0.003
H -5.201137 1.374323 -2.353813 0.002 0.007 0.005
H -4.012442 1.347853 -1.051604 -0.012 -0.014 0.003
H -3.463964 1.902951 -4.009082 0.001 -0.018 0.002
H -3.185651 3.011947 -2.673262 0.000 0.001 -0.011
H -1.158797 1.414865 -3.642165 0.036 -0.036 0.025
H -1.268398 1.776510 -1.902906 0.001 -0.061 0.029
O 0.302711 -0.940350 -8.649821 0.005 0.027 -0.015
S 1.171299 -0.949021 -7.498673 0.027 -0.035 0.055
O 1.786650 0.274077 -7.048813 -0.033 0.040 -0.034
C 0.326134 -1.750604 -6.141839 -0.048 -0.100 0.092
C 0.676668 -3.224634 -6.298451 0.030 -0.008 -0.057
C 2.173625 -3.267598 -6.636034 -0.019 0.016 0.006
C 2.425705 -2.223343 -7.729214 0.094 -0.114 0.049
H -0.736255 -1.532733 -6.212622 0.015 0.063 -0.014
H 0.725952 -1.338992 -5.216038 -0.015 0.020 -0.005
H 0.447502 -3.780640 -5.390777 -0.003 0.002 -0.001
H 0.097637 -3.659404 -7.116222 -0.013 0.006 0.008
H 2.754568 -3.018167 -5.746086 -0.013 0.015 0.003
H 2.486023 -4.257830 -6.964797 0.009 0.002 0.006
H 3.402167 -1.751071 -7.657377 -0.020 0.042 -0.038
H 2.283903 -2.629908 -8.728736 -0.055 0.041 -0.008
```
Forces are in eV/Å.

As for the orbital gap: 0.3423 Ha. Its maximum force is 0.012 hartree/bohr. The SMILES is [H]/N=C(\C)CPON=O.O=S1(=O)CCCC1.O=S1(=O)CCCC1.O=S1(=O)CCCC1. The multiplicity is 1. The energy above the lowest of the compared OMol25 structures with the same formula, charge and spin comes out at 0.000 eV.